# 1
9
Properties=species:S:1:pos:R:3:forces:R:3:lowdin_spin:R:1 method="wB97M-V/def2-TZVPD" orbital_gap_ha="0.26530 / 0.26691" molar_mass_g_mol=188.040 spin_multiplicity=3 charge=0 de_lowest_kj_mol=85.2 s_squared=2.01 homo_energy_ha="-0.24603 / -0.35370"
C -1.03078 0.31371 0.47254 1.85 -0.46 3.22 0.10
O 0.87812 -0.63082 -2.38208 -0.33 -0.71 -0.25 1.04
Si 0.82622 0.76501 0.42755 0.29 -0.88 -0.40 0.60
I 1.34302 3.13194 -0.06879 -0.13 -0.35 0.46 0.14
H -1.55180 1.01421 1.17385 0.07 -0.95 -0.63 0.02
H -1.34008 0.39338 -0.50683 -1.10 0.17 -2.03 0.01
H -0.99892 -0.78074 0.81537 -0.45 1.61 -0.35 0.00
H 0.48774 -1.52433 -2.55684 0.29 0.62 0.10 0.02
H 1.67749 -0.05635 1.40793 -0.50 0.95 -0.13 0.08

=====

# 2
25
Properties=species:S:1:pos:R:3:forces:R:3:mulliken_charge:R:1 method="wB97M-V/def2-TZVPD" orbital_gap_ha=0.32684 molar_mass_g_mol=170.281 spin_multiplicity=1 charge=0 de_lowest_kj_mol=324.7 homo_energy_ha=-0.29952 smiles=CC(C)(C)C#[N+][S-].CCC#N
C -1.97017 -0.50907 -1.12780 1.54 -0.79 -0.89 -1.57
C -1.98803 0.42952 -0.00182 -0.43 2.21 1.10 1.72
C -3.13962 1.44158 -0.21943 1.39 1.37 0.48 -1.54
C -2.03330 -0.12815 1.39980 1.40 -0.91 2.71 -1.49
C -0.68288 1.10342 -0.01183 1.68 2.76 -0.13 -0.05
N 0.22695 1.85022 -0.03395 -3.90 -3.44 -0.04 -0.04
S 1.59561 2.55712 -0.25420 2.03 1.77 -0.17 -0.33
H -1.61770 0.02360 -2.00277 0.16 0.20 -0.30 0.39
H -1.17002 -1.20979 -0.87158 -0.63 -0.78 -0.54 0.36
H -2.93740 -0.85042 -1.42519 -0.56 -0.92 0.33 0.43
H -4.02992 0.82048 -0.36087 -0.14 0.81 0.13 0.42
H -3.10989 2.16509 0.61596 -0.85 -0.80 0.24 0.36
H -2.91645 2.19325 -1.00620 -0.36 -1.15 -0.41 0.35
H -2.93707 -0.59922 1.76796 -0.37 -0.67 -0.81 0.42
H -1.11834 -0.79008 1.60014 -1.49 0.52 -0.49 0.29
H -1.94201 0.62254 2.23275 0.20 0.11 -1.23 0.35
C 4.23876 0.46886 -0.44174 1.17 0.49 -2.92 -0.81
C 3.48554 -0.06809 0.71841 -0.24 1.43 1.69 -0.23
C 2.17696 -0.70703 0.49527 -0.25 -0.47 -0.57 0.32
N 1.16788 -1.24638 0.31202 0.99 0.61 0.28 -0.47
H 4.24944 -0.15476 -1.36768 0.23 0.34 0.75 0.28
H 5.25688 0.82471 -0.20053 -0.20 -0.95 0.27 0.31
H 3.81852 1.44334 -0.71856 -0.35 -0.52 -0.37 0.08
H 3.25274 1.00246 1.05295 -0.19 -1.95 1.37 0.09
H 4.11785 -0.69285 1.40743 -0.84 0.74 -0.50 0.34

=====

# 3
67
Properties=species:S:1:pos:R:3:forces:R:3:lowdin_spin:R:1 method="wB97M-V/def2-TZVPD" orbital_gap_ha="0.25563 / 0.28377" molar_mass_g_mol=665.011 spin_multiplicity=4 charge=-1 de_lowest_kj_mol=0.0 s_squared=4.08 homo_energy_ha="-0.18204 / -0.23067"
Co -0.75145 -0.11669 -0.30858 0.11 0.32 -0.01 2.28
C -1.50514 4.11023 2.18222 0.05 -0.01 -0.08 0.00
N -0.40319 3.44995 1.49005 -0.10 -0.01 0.04 0.01
C 0.08225 4.14238 0.29765 0.02 0.04 0.02 0.00
C -0.21858 2.10907 1.53874 -0.07 0.03 -0.06 0.01
N 0.40872 1.40267 0.67203 0.14 0.09 0.15 0.01
N -0.73640 1.44916 2.68758 0.00 0.09 -0.12 0.00
C -1.37391 0.23144 2.53663 -0.12 0.20 -0.20 0.02
N -1.23208 -0.64201 3.58819 0.09 -0.09 0.06 0.01
N -2.08593 0.02604 1.48788 0.07 -0.14 0.08 0.03
H -1.13700 4.92928 2.80462 0.02 0.00 -0.03 0.00
H -2.04002 3.40219 2.80368 0.00 -0.05 0.05 0.00
H -2.20553 4.51536 1.44839 0.02 -0.03 -0.01 0.00
H -0.03927 5.21202 0.45296 0.00 0.02 0.01 0.00
H -0.47518 3.84193 -0.59641 -0.01 0.04 0.03 0.00
H 1.14478 3.94375 0.15109 -0.01 -0.01 0.01 0.00
H 0.63648 1.93885 -0.16041 0.03 -0.06 0.05 0.00
H -0.24355 1.61889 3.54714 0.04 0.00 0.05 0.00
H -0.34752 -0.56341 4.06993 -0.03 0.00 0.01 0.00
H -1.38731 -1.59746 3.28533 -0.05 -0.06 0.01 0.00
H -2.46929 -0.91536 1.50404 0.00 -0.08 0.01 0.00
O -1.80268 3.49298 -2.80369 0.01 0.03 -0.02 0.00
Se -1.44417 1.91867 -2.81238 0.04 -0.08 0.06 0.00
O 0.10845 1.64153 -3.29842 0.13 -0.10 -0.01 0.00
O -1.43852 1.46276 -1.18097 -0.15 0.01 0.00 0.01
O -2.48880 0.96662 -3.60563 0.06 0.06 -0.01 0.00
N 9.09219 -1.37031 2.40900 -0.05 -0.01 -0.01 0.02
C 7.96095 -1.44910 2.21176 0.07 0.01 0.01 0.01
C 6.55001 -1.54573 1.96982 0.03 0.01 0.00 0.04
C 5.80231 -2.54003 2.60248 -0.07 0.00 -0.02 -0.01
C 4.44413 -2.63350 2.37288 0.06 -0.02 0.02 0.04
C 3.80344 -1.73359 1.50826 -0.05 0.09 -0.12 0.01
C 4.56717 -0.73706 0.87567 0.09 -0.01 0.03 0.04
C 5.92517 -0.64487 1.10370 -0.10 -0.04 0.02 -0.01
C 2.41367 -1.80763 1.25615 0.13 0.01 0.23 0.12
C 1.21675 -1.80541 1.06009 -0.07 -0.16 -0.16 0.00
H 6.29265 -3.23546 3.27182 0.00 0.02 -0.02 0.00
H 3.85994 -3.40467 2.85815 0.01 0.03 -0.02 0.00
H 4.06979 -0.04384 0.20884 0.01 -0.03 0.02 0.00
H 6.50971 0.12299 0.61528 0.01 0.00 0.00 0.00
O -0.83546 -2.64950 1.27968 -0.06 0.02 0.08 0.42
N -0.06945 -1.75453 0.73812 0.03 0.13 0.02 0.29
C -4.45367 -1.49298 -3.15506 -0.05 -0.08 -0.09 -0.02
Ge -3.77939 -0.91517 -1.41101 0.01 0.09 -0.05 -0.02
C -4.58188 -2.09843 -0.03937 -0.06 -0.05 0.06 0.00
C -4.39813 0.88391 -1.00303 -0.11 0.05 0.04 0.00
C -1.85875 -1.32749 -1.41153 -0.13 -0.15 -0.08 -0.33
H -5.52178 -1.26962 -3.23113 0.05 -0.02 0.00 0.00
H -4.31586 -2.56967 -3.28217 -0.01 0.03 -0.02 0.00
H -3.91923 -0.95841 -3.94240 -0.04 -0.02 0.11 0.00
H -5.58289 -2.40825 -0.35710 0.08 0.01 0.03 0.00
H -4.69206 -1.57859 0.91765 0.04 -0.03 -0.06 0.00
H -3.97689 -2.99565 0.12137 -0.05 0.07 -0.02 0.00
H -5.48713 0.83699 -0.89121 0.05 0.03 0.00 0.00
H -4.14244 1.58279 -1.79898 -0.06 -0.11 0.07 0.00
H -3.95431 1.22564 -0.06891 -0.01 0.01 -0.02 0.00
H -1.42613 -1.21385 -2.40594 -0.05 0.06 0.00 -0.01
H -1.67316 -2.31310 -0.98796 0.03 -0.06 -0.05 -0.02
C 2.29431 -0.94972 -3.48597 0.07 0.02 0.01 0.00
C 1.46423 -1.28284 -2.26184 -0.05 -0.03 0.03 0.00
O 0.96359 -0.10535 -1.63513 -0.01 -0.13 -0.30 0.04
H 2.68150 -1.86640 -3.93988 -0.03 0.05 0.02 0.00
H 3.14147 -0.31461 -3.21350 -0.04 -0.03 -0.01 0.00
H 1.69371 -0.41493 -4.22252 0.00 0.00 0.00 0.00
H 2.06487 -1.81224 -1.51929 -0.01 0.02 0.00 0.00
H 0.63230 -1.94324 -2.53460 0.04 0.02 -0.03 0.00
H 0.66961 0.56262 -2.36384 0.03 -0.01 0.19 0.00

=====

# 4
11
Properties=species:S:1:pos:R:3:forces:R:3:mulliken_charge:R:1 method="wB97M-V/def2-TZVPD" orbital_gap_ha="0.27296 / 0.31135" molar_mass_g_mol=118.137 spin_multiplicity=1 charge=+1 de_lowest_kj_mol=452.6 homo_energy_ha="-0.56080 / -0.57264"
C 1.75485 -0.03643 -0.00706 3.11 2.57 -0.40 0.43
C -0.59554 -0.57441 -0.24774 -3.63 0.78 -1.27 -0.20
C -0.95169 0.79328 0.24074 0.28 3.50 -2.12 -0.76
N 0.77608 -0.93459 -0.11177 -0.47 0.68 0.25 0.52
O 2.89278 0.19433 0.00821 -2.43 -0.75 0.12 -0.16
O 1.13293 -2.09750 0.15011 0.42 -1.60 0.10 -0.32
S 0.33401 2.07855 0.02976 0.41 -1.92 0.16 0.11
H -1.24099 -1.22546 0.37925 0.78 -0.35 -0.85 0.32
H -1.00564 -0.47242 -1.32523 1.29 -1.33 1.39 0.25
H -1.78864 1.32598 -0.31513 0.64 -1.25 0.11 0.39
H -1.30813 0.94868 1.19888 -0.39 -0.33 2.51 0.42